#A
DFT (ωB97M-V/def2-TZVPD) results for the molecule CH2N2O3.

Results
Orbital gap = 10.7 eV
Net charge = 0
Structure (SMILES) = O=[N+]([O-])N1CO1
Highest occupied orbital energy = -0.40370 Ha

Cartesian coordinates (Å):
1 C 1.12410 -0.12258 0.04993
2 N -0.07956 0.26355 -0.60808
3 N -1.33275 0.37204 -0.00459
4 O -1.58705 -0.41572 0.81236
5 O -1.88846 1.33321 -0.37246
6 O 0.56510 -1.13723 -0.76793
7 H 2.09638 0.23143 -0.18926
8 H 1.10223 -0.52471 1.08003

=====

#B
DFT (ωB97M-V/def2-TZVPD) results for a cluster of 2 separate species, CH2N2O3 in total.

Results
Orbital gap (spin up / spin down) = 9.0 / 9.6 eV
Net charge = 0
Highest occupied orbital energy (spin up / spin down) = -0.35351 / -0.34901 Ha

Cartesian coordinates (Å):
1 C -1.13267 0.26555 0.70136
2 N -0.40544 -0.89223 0.20350
3 N 1.54449 -0.17946 -0.74741
4 O 2.26465 -1.01197 -1.05410
5 O 1.53684 0.97903 -0.80809
6 O -1.37228 -0.36495 -0.56354
7 H -1.68622 -0.05850 1.52122
8 H -0.74939 1.26252 0.74706

=====

#C
DFT (ωB97M-V/def2-TZVPD) results for a cluster of 2 separate species, CH2N2O3 in total.

Results
Orbital gap = 11.7 eV
Net charge = 0
Structure (SMILES) = [nH]1oo1.N=C=O
Highest occupied orbital energy = -0.41043 Ha

Cartesian coordinates (Å):
1 C -1.87948 -0.00500 0.01876
2 N 1.78426 -1.02456 -0.50173
3 N -1.46446 0.58074 -0.91418
4 O -2.50945 -0.72544 0.61205
5 O 1.90643 -0.67789 0.81009
6 O 1.86214 0.35086 -0.13256
7 H -0.63658 1.07354 -1.03825
8 H 0.82569 -1.29404 -0.66283

=====

#D
DFT (ωB97M-V/def2-TZVPD) results for a cluster of 2 separate species, CH2N2O3 in total.

Results
Orbital gap (spin up / spin down) = 8.5 / 8.2 eV
Net charge = 0
Highest occupied orbital energy (spin up / spin down) = -0.35462 / -0.35498 Ha

Cartesian coordinates (Å):
1 C -0.80176 0.00825 -0.00276
2 N 0.61962 -1.56422 -0.57994
3 N 0.18587 0.98910 0.07790
4 O 1.35042 -1.77733 0.26605
5 O 0.76688 1.11512 1.14596
6 O 0.45864 1.61133 -0.93631
7 H -1.17904 -0.38213 0.92699
8 H -1.40063 -0.00012 -0.89790

=====

Stability, descending: #D, #C, #A, #B

=====

#A
DFT (ωB97M-V/def2-TZVPD) results for a cluster of 5 separate species, C34H36FNO19S in total.

Results
Orbital gap = 7.6 eV
Net charge = 0
Structure (SMILES) = CCOCC[C@](S)(OC(=O)CCN)[C@H](C)F.O=C1C=C(O)C(=O)C=C1O.O=C1C=C(O)C(=O)C=C1O.O=C1C=C(O)C(=O)C=C1O.O=C1C=C(O)C(=O)C=C1O
Highest occupied orbital energy = -0.33892 Ha

Cartesian coordinates (Å):
1 C 3.22572 -1.19665 3.72849
2 C 3.05007 -1.47761 2.22587
3 O 1.80418 -2.05190 1.88057
4 C 1.62484 -3.37415 2.36868
5 C 0.52165 -4.00625 1.52320
6 C -0.93874 -3.88826 1.97673
7 S -1.90425 -4.59963 0.57568
8 O -1.39365 -2.51979 2.00706
9 C -0.99946 -1.64504 2.96775
10 O -0.56229 -1.98552 4.02597
11 C -1.27659 -0.22764 2.57421
12 C -0.08423 0.69715 2.90464
13 N 0.06312 1.85155 2.01716
14 C -1.29619 -4.74953 3.21118
15 C -2.59781 -4.38136 3.89107
16 F -0.26708 -4.77357 4.15353
17 H 4.09247 -1.72756 4.13165
18 H 2.34266 -1.51259 4.28911
19 H 3.38400 -0.13246 3.91385
20 H 3.11632 -0.53893 1.66886
21 H 3.86813 -2.11995 1.87794
22 H 1.37718 -3.36558 3.42732
23 H 2.55869 -3.94454 2.23877
24 H 0.72068 -5.07803 1.39580
25 H 0.59653 -3.55644 0.52896
26 H -3.04269 -3.94595 0.81388
27 H -1.56496 -0.16347 1.52430
28 H -2.14749 0.08247 3.16605
29 H -0.23307 1.08941 3.91400
30 H 0.83736 0.11545 2.91653
31 H -0.52006 2.62322 2.32022
32 H -0.25250 1.63203 1.07817
33 H -1.36866 -5.77260 2.82896
34 H -2.66397 -3.31437 4.10355
35 H -3.43779 -4.65884 3.24721
36 H -2.67327 -4.93264 4.83006
37 C 0.91944 4.39103 -0.65098
38 C 1.68460 5.08154 -1.50773
39 C 1.63987 6.59196 -1.60258
40 O 2.38420 7.10499 -2.42009
41 C 0.73345 7.31503 -0.74320
42 C -0.04071 6.62368 0.10247
43 C 0.00896 5.11647 0.20037
44 O -0.74489 4.60433 1.01213
45 O -0.92614 7.17934 0.91691
46 O 2.54674 4.52848 -2.34522
47 H 0.95528 3.31415 -0.56970
48 H 0.69334 8.39232 -0.82237
49 H -1.32754 6.44253 1.41916
50 H 2.96158 5.26849 -2.83223
51 C -4.28105 7.68381 -3.92591
52 C -3.53572 6.93684 -3.09919
53 C -2.04992 6.73692 -3.30805
54 O -1.47502 6.05022 -2.47975
55 C -1.41021 7.35773 -4.44257
56 C -2.15567 8.10454 -5.27158
57 C -3.64085 8.31872 -5.05654
58 O -4.20557 9.02651 -5.86959
59 O -1.68466 8.72222 -6.33948
60 O -4.01058 6.30996 -2.03515
61 H -5.34180 7.83331 -3.78405
62 H -0.34943 7.20511 -4.58591
63 H -2.44472 9.18903 -6.74202
64 H -3.25058 5.85296 -1.62389
65 C 8.16180 -2.66984 1.13836
66 C 8.98020 -3.44613 0.41266
67 C 8.70372 -4.91669 0.17237
68 O 9.51412 -5.51135 -0.51436
69 C 7.52380 -5.51025 0.76049
70 C 6.70782 -4.73467 1.48850
71 C 6.97611 -3.26091 1.71279
72 O 6.14990 -2.66128 2.37831
73 O 5.60176 -5.16352 2.07384
74 O 10.09170 -3.02016 -0.16180
75 H 8.35036 -1.61997 1.31155
76 H 7.33837 -6.56166 0.59349
77 H 5.21660 -4.38776 2.52936
78 H 10.47315 -3.79472 -0.62233
79 C -6.79132 -3.76084 -1.63891
80 C -7.46674 -3.43290 -2.75069
81 C -6.81578 -3.41057 -4.11946
82 O -7.53860 -3.10943 -5.05190
83 C -5.41240 -3.73480 -4.22940
84 C -4.73434 -4.05943 -3.11810
85 C -5.39418 -4.10404 -1.75442
86 O -4.68015 -4.43458 -0.82361
87 O -3.44940 -4.36453 -3.10336
88 O -8.74627 -3.10442 -2.77265
89 H -7.24950 -3.78405 -0.66053
90 H -4.95185 -3.70237 -5.20642
91 H -3.20620 -4.54694 -2.17415
92 H -8.96392 -2.92493 -3.70988

=====

#B
DFT (ωB97M-V/def2-TZVPD) results for a cluster of 5 separate species, C34H36FNO19S in total.

Results
Orbital gap = 7.5 eV
Net charge = 0
Structure (SMILES) = CCOCC[C@](S)(OC(=O)CCN)[C@H](C)F.O=C1C=C(O)C(=O)C=C1O.O=C1C=C(O)C(=O)C=C1O.O=C1C=C(O)C(=O)C=C1O.O=C1C=C(O)C(=O)C=C1O
Highest occupied orbital energy = -0.33790 Ha

Cartesian coordinates (Å):
1 C 3.41905 -1.33381 3.95618
2 C 3.18220 -1.50188 2.44128
3 O 1.88962 -1.93800 2.09965
4 C 1.59975 -3.25078 2.56243
5 C 0.55225 -3.84767 1.63800
6 C -0.91373 -3.71855 2.01916
7 S -1.80873 -4.49960 0.59023
8 O -1.40533 -2.36987 2.00207
9 C -0.97264 -1.48839 2.94042
10 O -0.50486 -1.80368 4.01175
11 C -1.19375 -0.05439 2.54069
12 C 0.03773 0.82070 2.83780
13 N 0.15737 1.97496 1.93734
14 C -1.32185 -4.56939 3.24605
15 C -2.67472 -4.21064 3.82278
16 F -0.34922 -4.57807 4.23751
17 H 4.24730 -1.96008 4.28089
18 H 2.54701 -1.61366 4.53950
19 H 3.68547 -0.30440 4.17604
20 H 3.33849 -0.53757 1.96488
21 H 3.94524 -2.17948 2.05482
22 H 1.31180 -3.23111 3.60500
23 H 2.51763 -3.84716 2.48775
24 H 0.75139 -4.91422 1.52173
25 H 0.70327 -3.41338 0.65166
26 H -2.96975 -3.85679 0.68642
27 H -1.54218 0.03139 1.51602
28 H -2.01319 0.29023 3.17508
29 H -0.09163 1.23791 3.83313
30 H 0.94944 0.23542 2.84027
31 H -0.40915 2.73688 2.27538
32 H -0.22622 1.75851 1.02710
33 H -1.39202 -5.59232 2.87840
34 H -2.78576 -3.14301 3.98497
35 H -3.44531 -4.51156 3.11592
36 H -2.82103 -4.72756 4.76633
37 C 0.84116 4.43555 -0.80775
38 C 1.56045 5.09597 -1.72348
39 C 1.55310 6.59762 -1.81441
40 O 2.24610 7.11375 -2.67219
41 C 0.72209 7.33881 -0.88655
42 C -0.00273 6.67894 0.02306
43 C 0.01862 5.18037 0.12454
44 O -0.66559 4.66713 0.99261
45 O -0.79659 7.28953 0.89556
46 O 2.33304 4.49255 -2.61689
47 H 0.84625 3.35803 -0.73022
48 H 0.70827 8.41672 -0.96710
49 H -1.19213 6.58283 1.43862
50 H 2.73877 5.20418 -3.14637
51 C -4.45614 7.89694 -3.69456
52 C -3.70188 7.12559 -2.90144
53 C -2.25110 6.85822 -3.19702
54 O -1.63608 6.15979 -2.41082
55 C -1.66582 7.43991 -4.38879
56 C -2.42049 8.21016 -5.18464
57 C -3.86726 8.49665 -4.87925
58 O -4.47011 9.21910 -5.64865
59 O -1.96594 8.77852 -6.29004
60 O -4.16230 6.54137 -1.80347
61 H -5.49835 8.09699 -3.49102
62 H -0.62537 7.23167 -4.59703
63 H -2.71463 9.27900 -6.66621
64 H -3.41234 6.04933 -1.42107
65 C 8.14174 -2.99749 1.23788
66 C 8.91581 -3.75925 0.45339
67 C 8.54781 -5.17679 0.10296
68 O 9.30219 -5.78722 -0.62942
69 C 7.32494 -5.73111 0.65696
70 C 6.55347 -4.97023 1.44377
71 C 6.91083 -3.54622 1.77441
72 O 6.13896 -2.92639 2.48276
73 O 5.42343 -5.39844 1.98987
74 O 10.05419 -3.33717 -0.07624
75 H 8.39544 -1.97850 1.49301
76 H 7.07631 -6.75368 0.41147
77 H 5.07068 -4.64961 2.50676
78 H 10.40344 -4.08384 -0.59856
79 C -6.57618 -3.84853 -1.79614
80 C -7.25420 -3.59878 -2.92476
81 C -6.59989 -3.66331 -4.28008
82 O -7.29846 -3.43756 -5.24925
83 C -5.18588 -3.98329 -4.35043
84 C -4.50636 -4.22957 -3.22209
85 C -5.16997 -4.18982 -1.87140
86 O -4.47817 -4.44862 -0.90253
87 O -3.21434 -4.52148 -3.20448
88 O -8.53900 -3.28148 -2.94656
89 H -7.03701 -3.80892 -0.81946
90 H -4.72164 -4.01060 -5.32579
91 H -2.96262 -4.64620 -2.26954
92 H -8.77243 -3.16011 -3.88660

=====

Stability, descending: #A, #B